P) The ion C3H4NO with charge +1. Source: the OMol25 dataset; level of theory: ωB97M-V/def2-TZVPD.

LUMO energy (alpha / beta)	-6.26 / -6.26	eV
net charge	+1
highest occupied orbital energy (alpha / beta)	-14.73 / -14.73	eV
SMILES	C=[NH+]C=C=O
frontier orbital gap (alpha / beta)	8.47 / 8.47	eV

Cartesian coordinates (Å):
O 2.2698 -0.3286 0.0482
N -0.7988 0.3051 0.0756
C -0.5635 -0.9675 0.0011
C 0.2672 1.0762 -0.0984
C 1.2558 0.1674 -0.0605
H 0.3699 2.1215 -0.1821
H -1.6583 0.6023 0.6048
H -1.3721 -1.5062 0.2058
H 0.2301 -1.4702 -0.5945

Mulliken atomic charge list, values in e, 8 entries: -0.1590 -0.0081 -0.3657 -0.4563 0.5417 0.4353 0.3488 0.3548

---

Q) The ion C3H4NO with charge +1. Source: the OMol25 dataset; level of theory: ωB97M-V/def2-TZVPD.

LUMO energy	-7.10	eV
net charge	+1
highest occupied orbital energy	-17.13	eV
frontier orbital gap	10.03	eV

Cartesian coordinates (Å):
O -0.8657 -0.2613 0.7330
N 0.3997 0.4567 -0.9704
C 0.3354 -0.4669 0.9989
C -0.9438 0.3164 -0.5238
C 1.1874 -0.0481 -0.1131
H 2.3495 -0.0323 -0.2473
H -1.6649 -0.2227 -1.3405
H -1.3963 1.2786 -0.3752
H 0.5987 -1.0204 1.8384

Mulliken atomic charge list, values in e, 8 entries: -0.1288 -0.1883 0.1792 -0.1946 -0.0746 0.3393 0.3162 0.2982

---

Consider the structures shown above. The least stable of them is P).